DFT (the ωB97M-V functional and the def2-TZVPD basis) results for a structure of composition C21H23N2S in a non-equilibrium geometry.

Computed properties:
Molar mass: 335.50 g mol⁻¹
Highest occupied orbital energy: -0.3897 hartree
Energy above the lowest of the compared OMol25 structures with the same formula, charge and spin: 3.904 eV
Total charge: +1
Max |F|: 4.06 eV Å⁻¹
E: -35955.69617 eV
Kohn-Sham gap: 7.12 eV

XYZ file:
```
47
C21H23N2S the ωB97M-V functional and the def2-TZVPD basis
C 2.048 4.459 1.137
S 1.971 2.638 0.523
C 3.015 1.863 1.835
C 0.275 2.059 0.711
C -0.510 3.282 0.924
N -1.277 4.181 0.999
H 1.209 5.069 0.739
H 2.012 4.517 2.259
H 3.001 4.844 0.683
H 2.830 0.778 1.778
H 4.047 2.096 1.502
H 2.775 2.268 2.839
H 0.215 1.459 1.678
C 1.360 0.606 -2.738
C 1.003 -0.439 -1.777
N 1.523 -1.686 -1.871
C 2.248 -2.090 -3.063
C 1.089 -2.470 -0.790
C 0.263 -1.663 0.013
C -0.334 -2.177 1.161
C -0.309 -3.545 1.366
C 0.355 -4.398 0.424
C 1.131 -3.862 -0.624
C 0.082 -0.391 -0.698
C -0.748 0.686 -0.291
C -2.138 0.241 0.157
C -2.892 -0.905 -0.214
C -4.161 -1.167 0.356
C -4.783 -0.215 1.148
C -4.097 0.945 1.472
C -2.754 1.105 1.108
H 0.826 1.523 -2.465
H 2.441 0.842 -2.788
H 1.021 0.327 -3.745
H 2.462 -3.153 -3.027
H 1.643 -1.916 -3.966
H 3.166 -1.505 -3.177
H -0.793 -1.460 1.852
H -0.834 -3.981 2.203
H 0.282 -5.497 0.570
H 1.780 -4.458 -1.252
H -0.795 1.475 -1.128
H -2.462 -1.568 -0.970
H -4.677 -2.080 0.116
H -5.813 -0.320 1.481
H -4.565 1.786 2.020
H -2.133 1.894 1.529
```

These are the natural (NBO) partial charges, in e, on atoms 1 to 2:
1 C -0.697
2 S 0.801